The following is a DFT calculation (ωB97M-V with the def2-TZVPD basis set) of 11 unconnected molecules or ions with the total composition C40H70ClN10O4 at a distorted geometry.

Geometry as XYZ:
```
125
Properties=species:S:1:pos:R:3:forces:R:3
Cl 0.331655 -0.144372 -0.165264 -0.2 0.7 0.4
O 1.395686 0.828974 -0.313473 -0.2 -0.2 0.1
O -0.948595 0.532981 -0.348710 0.3 -0.3 -0.1
O 0.489263 -1.166394 -1.177210 -0.1 -0.2 0.2
O 0.363747 -0.716825 1.171377 0.1 -0.1 -0.7
N -5.285554 4.336267 1.557620 0.4 -1.8 -0.7
N -4.924810 0.981565 -4.274420 0.5 -0.2 0.1
N -1.341848 -1.036266 6.022578 0.5 1.1 2.7
N 2.926252 1.738575 -3.384478 4.0 1.1 1.0
N 5.511726 6.179349 -0.908642 0.0 -0.1 0.0
N 2.386952 -1.968800 4.535420 0.4 0.9 1.6
N 2.476049 1.507185 4.309219 1.3 -0.6 1.3
N -1.757480 3.566358 -3.468915 1.8 0.9 2.1
N -2.586071 -6.812358 -2.071424 0.4 1.0 1.2
N 4.130017 -0.129824 2.490355 0.3 -0.3 -0.4
C 0.472359 -4.974667 -0.878594 0.7 0.0 0.6
C -3.876989 0.777044 -3.838817 -0.6 0.1 0.1
C 1.858675 -4.902367 2.748889 0.1 0.7 -0.8
C -0.743313 1.996086 2.995547 -0.1 -1.4 0.5
C 0.644032 2.539548 2.797550 0.5 1.2 -0.9
C 0.121065 3.970742 -1.671087 0.4 0.5 -0.2
C -0.378349 4.181788 -0.259634 -0.2 -1.3 0.4
C 1.203237 -5.364170 4.005897 -0.4 -0.3 1.1
C -4.738218 1.926651 0.648959 1.1 0.1 -0.1
C -2.298009 -6.085402 -1.212395 -0.6 -1.3 -1.7
C 3.850210 4.227167 -0.993210 -1.6 -0.3 -0.8
C -2.569727 0.472700 -3.262218 0.0 -0.8 0.2
C 2.037999 -2.554194 3.629648 -0.4 -1.2 -1.5
C 1.672391 1.966434 3.655054 -1.4 0.6 -0.9
C -3.145503 -1.787961 -2.139556 0.0 -0.3 -0.2
C -1.529058 -1.476764 5.003771 -0.6 -1.1 -2.3
C 6.693456 -1.391326 -0.061659 0.7 0.3 0.2
C 0.515552 1.068641 -3.977566 -0.1 0.1 0.5
C 4.191285 -1.016294 0.053941 -0.1 -0.3 -1.3
C 4.457320 2.917040 -0.626231 0.9 -0.9 1.6
C 4.808736 2.829594 0.891460 -0.5 -0.2 -0.9
C -1.219112 2.106562 4.441891 0.1 0.5 0.0
C -5.886546 2.561255 -1.534170 0.4 0.0 0.1
C 0.458020 -0.156722 -4.873913 -0.4 -0.5 0.1
C -3.267017 -1.715747 1.619343 0.9 0.5 -0.7
C -5.046062 3.270137 1.155478 -0.4 1.5 0.8
C 4.781683 5.292899 -0.949427 1.1 1.5 0.1
C -1.945817 -5.162362 -0.158309 -0.3 -0.2 1.4
C 5.336117 -2.006340 -0.181825 -0.4 -0.9 0.7
C 1.874156 1.490720 -3.670439 -3.6 -1.0 -1.0
C -1.262620 5.370252 -0.116901 -0.3 0.9 -0.3
C -5.693500 1.491646 -0.450165 -0.9 0.7 -0.1
C -2.329331 -1.057588 -3.204860 -0.3 -0.1 -0.4
C -0.964088 3.820392 -2.641181 -1.7 -1.1 -2.2
C -0.792408 -4.244818 -0.499369 -0.4 0.7 -0.9
C 1.646095 -3.389852 2.493188 -0.1 0.1 -0.4
C -2.938865 -1.224224 3.011316 -1.1 0.5 0.2
C -1.852423 -2.012416 3.694631 0.8 -0.3 -0.5
C 4.159834 -0.533735 1.413200 -0.3 0.3 0.7
C 1.485557 -0.134705 -5.971903 0.2 -0.2 -0.5
H -1.360134 5.648622 0.924655 -0.2 0.2 0.2
H -0.679637 0.925323 2.738193 -0.2 0.3 0.0
H -1.269899 -1.253232 -3.029596 -0.1 0.2 0.2
H 3.431857 4.195808 -2.008900 0.1 -0.1 0.1
H 3.884127 2.800620 1.475270 0.1 0.1 0.1
H -1.436397 2.438907 2.293357 -0.1 0.3 -0.2
H -1.819343 0.943398 -3.891723 -0.2 0.1 0.2
H 3.246726 -1.494623 -0.222173 -0.1 0.1 0.3
H 0.981069 2.418003 1.754186 -0.1 -0.2 0.3
H -1.040439 3.106369 4.859979 -0.1 0.0 -0.2
H 0.753583 -5.747690 -0.154543 -0.2 0.0 -0.1
H 0.767415 3.091540 -1.704432 -0.1 -0.1 -0.2
H -0.648174 1.418300 5.061962 -0.2 -0.1 0.1
H 4.255716 -0.159781 -0.629196 0.1 0.0 0.1
H -6.670063 1.328708 0.030038 0.2 -0.2 -0.2
H 3.779476 2.097644 -0.835796 -0.2 0.0 -0.3
H -6.610980 2.230384 -2.272661 0.0 0.0 -0.1
H 5.255263 -2.777935 0.604840 0.0 0.1 -0.2
H -2.551462 -1.480393 -4.196954 0.0 0.1 0.2
H -4.950431 2.762533 -2.065674 -0.1 -0.1 0.0
H 5.219010 -2.559699 -1.115160 -0.2 0.3 -0.2
H -0.047495 1.872898 -4.450105 0.2 0.3 0.1
H 5.301158 1.878577 1.070909 0.2 0.1 0.2
H 0.122889 -5.171967 4.012319 0.1 0.0 -0.1
H 0.550835 -1.064224 -4.273056 0.1 0.0 0.0
H 3.016515 4.502214 -0.340044 0.0 -0.2 0.1
H 5.439374 3.652366 1.220691 0.1 0.0 0.0
H -0.870821 6.229338 -0.681375 0.0 -0.1 0.3
H -1.065333 -3.660519 -1.388907 -0.1 0.0 0.3
H 0.622811 3.631493 2.956041 0.1 -0.2 0.1
H 0.073658 0.886123 -2.990903 -0.2 -0.1 -0.2
H -1.724120 -5.758317 0.746706 0.2 0.1 -0.3
H -3.548708 -2.766685 1.563499 -0.3 0.0 0.2
H -6.217074 3.512791 -1.110167 -0.1 -0.1 0.1
H 1.519979 0.846248 -6.450753 0.1 0.0 -0.1
H -4.217898 -1.571829 -2.171122 0.1 0.2 -0.1
H 0.600561 -3.152381 2.251384 0.2 -0.3 0.2
H 1.238862 -0.874528 -6.735219 0.1 0.0 0.0
H 2.475896 -0.373985 -5.588467 0.1 0.1 0.0
H -3.687815 1.953861 0.291472 -0.4 0.0 0.0
H -0.703516 -3.494030 0.285705 0.4 -0.2 0.2
H -2.252243 5.162016 -0.520646 -0.1 0.0 0.0
H -5.375548 0.555687 -0.903608 0.1 -0.1 0.1
H 0.475288 4.201266 0.414990 0.1 0.2 -0.1
H 1.625948 -4.850897 4.877484 -0.1 0.0 -0.1
H -0.944562 -1.963115 3.070078 -0.2 0.0 0.2
H 1.436790 -5.428210 1.889439 0.1 0.0 0.0
H 7.474663 -2.117190 -0.291826 0.0 0.0 -0.1
H 5.382950 2.767778 -1.184885 -0.1 -0.1 -0.2
H 1.313165 -4.274254 -0.900444 -0.1 0.0 -0.2
H -4.727187 1.216432 1.476129 -0.1 0.1 0.1
H -3.057317 -2.871070 -2.306913 0.0 0.2 0.2
H -2.662671 -0.167029 2.982676 0.2 -0.1 -0.2
H 6.860220 -1.066292 0.971001 0.0 0.1 -0.2
H 0.715854 4.846706 -1.976071 -0.1 -0.3 0.0
H -2.841450 -4.609117 0.149231 0.1 0.1 -0.4
H -2.290382 1.914578 4.523363 0.1 -0.2 0.1
H -4.025603 -1.057160 1.198000 -0.3 -0.3 -0.1
H -2.394047 -1.593138 0.952376 -0.2 0.0 0.3
H -2.489525 0.866459 -2.242822 0.0 0.2 -0.2
H -3.867828 -1.225193 3.605706 0.3 -0.2 0.1
H 6.813406 -0.533553 -0.725250 0.0 0.0 0.0
H -0.948828 3.283320 0.028564 0.3 0.1 0.0
H 0.374835 -5.436363 -1.858101 0.0 -0.1 0.0
H 1.345391 -6.434649 4.171038 0.0 0.0 -0.1
H -2.119108 -3.069639 3.780104 0.0 0.0 0.1
H -2.774059 -1.554536 -1.141217 0.0 0.0 -0.1
H -0.540722 -0.194944 -5.319644 0.0 0.0 0.1
H 2.188810 -3.035626 1.608760 0.1 -0.1 0.2
H 2.928908 -5.124571 2.777844 0.0 0.1 0.0
```
Positions in Å, forces in eV/Å.

The maximum force is 4.26 eV/Å. The spin multiplicity is 1. The HOMO energy comes out at -8.45 eV. As for the total charge: -1.